[1]
{
  "formula": "C5H10N2O2",
  "method": "ωB97M-V/def2-TZVPD",
  "symbols": ["C", "C", "C", "C", "C", "H", "H", "H", "H", "H", "H", "H", "H", "H", "H", "N", "N", "O", "O"],
  "coordinates": [[2.8718, -0.0300, 0.3684], [1.2534, 0.2003, 0.1833], [0.6062, -1.0683, -0.2650], [-0.7358, -1.4308, -0.5315], [-1.9267, -0.5718, -0.1144], [2.9774, -0.7243, 1.1144], [3.3918, 0.7769, 0.7720], [3.3630, -0.4012, -0.5359], [0.8356, 0.2297, 1.2279], [1.2109, 2.0661, 0.1934], [1.3467, -1.6325, -0.6976], [-0.9058, -2.4239, -0.9765], [-3.6485, -0.3914, 0.8791], [-0.8826, 1.1887, -0.6066], [-3.4886, 1.5042, -0.5757], [-3.0188, -1.1276, 0.2919], [-1.6763, 0.8130, -0.1298], [1.1496, 1.3757, -0.6911], [-2.7235, 1.6471, 0.0938]],
  "atomic_forces_ev_per_a": [[-3.0, -0.2, -1.8], [2.5, -0.7, 1.3], [-4.3, 0.6, -2.2], [2.8, 1.6, 1.1], [0.1, 0.2, 0.3], [0.2, -2.3, 1.7], [0.5, 2.0, 0.2], [-0.3, 0.2, 0.0], [0.3, 1.4, -0.7], [-0.2, -2.0, -4.4], [1.3, -2.3, -0.8], [-0.2, 0.7, 0.4], [1.8, -1.9, -2.2], [0.3, 0.4, -0.5], [2.0, -0.1, 1.1], [-0.7, 2.1, 1.6], [-0.3, -2.4, 0.2], [-0.8, 2.0, 5.5], [-2.1, 0.7, -0.7]],
  "max_force_ev_per_a": 5.9,
  "smiles": "[H]/N=C(/C=C\\[C@@H](C)O)NO",
  "e_homo_ev": -8.92,
  "gap_ev": 9.28,
  "spin_multiplicity": 1,
  "total_energy_ev": -12417.631,
  "relative_energy_kcal_mol": 134.7
}

[2]
{
  "formula": "C22H65N5O8",
  "method": "ωB97M-V/def2-TZVPD",
  "symbols": ["O", "H", "H", "O", "H", "H", "C", "C", "C", "O", "C", "N", "H", "H", "H", "H", "H", "H", "H", "H", "H", "H", "H", "C", "C", "C", "O", "C", "N", "H", "H", "H", "H", "H", "H", "H", "H", "H", "H", "H", "C", "C", "C", "O", "C", "N", "H", "H", "H", "H", "H", "H", "H", "H", "H", "H", "H", "C", "C", "C", "O", "C", "N", "H", "H", "H", "H", "H", "H", "H", "H", "H", "H", "H", "C", "C", "C", "O", "C", "N", "H", "H", "H", "H", "H", "H", "H", "H", "H", "H", "H", "C", "C", "O", "H", "H", "H", "H", "H", "H"],
  "coordinates": [[-3.1789, 1.3072, -2.1400], [-3.8469, 1.4190, -1.4361], [-2.5051, 0.6730, -1.8251], [-3.0204, -3.9745, 0.6472], [-2.5785, -4.7418, 1.0351], [-3.5719, -4.3404, -0.0553], [-0.7539, -1.1887, 0.5869], [-1.1217, -1.6604, -0.8099], [-0.3716, -0.9173, -1.9104], [-0.5425, 0.4838, -1.9001], [0.4582, 1.0890, -2.6568], [-0.7250, -3.0726, -0.9212], [-0.6576, -0.1083, 0.6801], [0.1904, -1.6863, 0.8323], [-1.4188, -1.5303, 1.3855], [-2.1624, -1.4484, -1.0955], [-0.6608, -1.3660, -2.8708], [0.6851, -1.1983, -1.7970], [0.4611, 1.0195, -3.7483], [1.4514, 0.7906, -2.2893], [0.5085, 2.1564, -2.4172], [-1.2283, -3.5452, -0.1689], [-1.1244, -3.4820, -1.7636], [4.7498, -0.2848, 1.2785], [4.6450, -1.6508, 2.0052], [4.1785, -2.7916, 1.1282], [3.1158, -2.3546, 0.2849], [2.7394, -3.2711, -0.7145], [5.9934, -1.9132, 2.5358], [3.9166, 0.3635, 1.5551], [4.7869, -0.4341, 0.2000], [5.6135, 0.2828, 1.6199], [4.0171, -1.5367, 2.8931], [3.7469, -3.5794, 1.7564], [5.0408, -3.0703, 0.5116], [3.5774, -3.9162, -1.0230], [2.6205, -2.7088, -1.6474], [1.8769, -3.8356, -0.3576], [6.0086, -2.7954, 3.0492], [6.6153, -2.0959, 1.7487], [-6.3880, 2.1819, -0.8051], [-5.7953, 1.2245, 0.2332], [-5.8051, -0.1989, -0.2960], [-7.1619, -0.6006, -0.4361], [-7.6813, -1.5091, 0.5149], [-4.4399, 1.7536, 0.5730], [-6.3982, 3.2281, -0.4978], [-7.4446, 1.9217, -0.9142], [-5.9516, 2.0719, -1.7999], [-6.5014, 1.3240, 1.0664], [-5.2289, -0.8880, 0.3274], [-5.4068, -0.2150, -1.3136], [-7.5263, -1.2924, 1.5751], [-7.2546, -2.4868, 0.2913], [-8.7581, -1.5557, 0.3632], [-4.5045, 2.7577, 0.4759], [-4.2192, 1.5394, 1.5378], [-2.6316, -2.7333, 4.2643], [-1.7785, -3.9611, 3.9922], [-0.2506, -3.6876, 4.0164], [0.5183, -4.8312, 3.6751], [0.7400, -4.8474, 2.2665], [-2.1046, -5.1072, 4.8553], [-2.4609, -2.3140, 5.2582], [-3.6682, -3.0501, 4.1544], [-2.4266, -1.9563, 3.5282], [-2.0129, -4.2377, 2.9587], [-0.0601, -3.5414, 5.0867], [-0.0088, -2.7281, 3.5526], [-0.1646, -4.9866, 1.6587], [1.3761, -5.7202, 2.1341], [1.1482, -3.9229, 1.8477], [-1.8588, -4.7494, 5.7823], [-1.4035, -5.8327, 4.7264], [1.2629, 4.8599, -0.6436], [2.6238, 5.4305, -0.2563], [2.6550, 6.6843, 0.5862], [3.9641, 7.0678, 0.9434], [4.6983, 7.5843, -0.1649], [3.4357, 4.3357, 0.3326], [0.7667, 5.4593, -1.4108], [0.6680, 4.6891, 0.2556], [1.3461, 3.9048, -1.1624], [3.1503, 5.5850, -1.2063], [2.1596, 6.3803, 1.5132], [2.0764, 7.4362, 0.0359], [5.1655, 6.7248, -0.6617], [5.5597, 8.1411, 0.2021], [4.0815, 8.1702, -0.8443], [4.3838, 4.6762, 0.4494], [3.1526, 4.0851, 1.2764], [2.4291, 1.7513, -7.1121], [2.8662, 2.4694, -5.8719], [3.3826, 1.5338, -4.9437], [1.6122, 1.0450, -6.9546], [3.2681, 1.2633, -7.6119], [2.0488, 2.4151, -7.8945], [2.0562, 3.0631, -5.4365], [3.6458, 3.1791, -6.1776], [3.5252, 1.9304, -4.0809]],
  "atomic_forces_ev_per_a": [[-0.4, -0.3, 0.0], [0.9, -0.2, -0.1], [-0.4, 0.8, 0.0], [-0.1, -0.3, 0.1], [-0.2, 0.0, 0.0], [0.0, 0.1, 0.1], [0.2, -0.3, 0.4], [-0.1, 0.7, -0.6], [1.0, -0.9, 0.1], [-0.2, -0.8, -0.1], [1.6, 1.6, 0.6], [-0.6, -0.1, 0.1], [0.1, 0.0, -0.2], [0.3, 0.4, -0.1], [-0.4, 0.0, -0.4], [-0.4, -0.4, 0.7], [-0.2, 0.3, -0.1], [0.1, 0.4, 0.1], [-0.6, -0.6, 0.0], [-0.1, -0.5, -0.2], [-0.7, 0.0, -0.1], [0.2, 0.1, -0.3], [0.1, 0.1, -0.1], [-0.5, -0.2, 0.3], [0.9, 1.2, 0.5], [-1.1, 0.7, -0.3], [0.5, 0.5, 0.2], [0.9, 0.1, -0.4], [0.2, -0.9, 0.1], [-0.3, -0.2, -0.5], [-0.1, 0.2, 0.0], [0.3, -0.4, 0.0], [-0.2, -0.1, -0.2], [0.7, -0.5, -0.1], [-0.1, -0.5, 0.0], [-0.1, -0.3, 0.6], [-0.9, 0.0, 0.3], [-0.1, -0.1, -0.7], [-0.1, 0.2, 0.1], [0.0, 0.2, 0.0], [-1.0, -0.5, -0.3], [0.2, 1.7, 0.0], [-0.4, 0.0, -0.1], [-0.3, 0.2, 0.4], [0.1, -0.3, -0.5], [-0.9, -0.8, -0.1], [0.4, 0.0, 0.1], [0.1, 0.0, -0.1], [0.3, 0.1, 0.1], [0.2, -0.5, 0.3], [0.0, 0.0, 0.1], [0.3, 0.0, 0.1], [0.4, 0.4, -0.1], [-0.1, -0.3, 0.3], [0.0, 0.0, -0.1], [0.3, 0.1, 0.2], [0.2, 0.0, -0.1], [0.2, -0.4, 0.1], [0.9, -0.5, -1.3], [-1.2, 0.0, 2.2], [-0.4, 1.4, -1.2], [-0.1, -0.7, 0.0], [0.2, 0.9, 0.6], [-0.1, -0.1, 0.1], [-0.1, 0.2, 0.2], [0.0, 0.0, 0.0], [-0.1, -0.2, 0.0], [0.3, 0.2, 0.0], [0.4, -0.3, -0.7], [-0.2, -0.3, 0.4], [0.2, 0.2, -0.5], [0.5, 0.0, 0.5], [-0.4, -0.3, 0.2], [-0.1, 0.0, -0.4], [0.0, 0.2, -0.1], [1.2, -1.9, -1.0], [-0.6, -1.0, 0.0], [-0.3, 0.9, -0.4], [0.7, -1.1, 0.5], [0.1, 0.1, 0.1], [-0.3, 0.5, 0.6], [-0.4, 0.2, -0.2], [0.5, -0.1, 0.4], [-0.1, 0.4, 0.0], [-0.1, 0.6, 0.1], [0.2, 0.5, 0.4], [-0.3, 0.2, -0.6], [-0.3, 0.4, 0.2], [0.0, 0.1, 0.0], [0.0, 0.0, 0.0], [-0.3, 0.1, -0.1], [-0.4, -0.3, -1.0], [0.3, 0.7, -0.1], [-0.1, -0.5, 0.0], [0.2, -0.2, 0.3], [0.0, -0.3, 0.4], [0.0, 0.4, 0.3], [-0.1, -0.1, 0.0], [0.0, 0.1, 0.2], [0.0, 0.2, -0.1]],
  "max_force_ev_per_a": 2.5,
  "smiles": "COC[C@H](C)N.COC[C@H](C)N.COC[C@H](C)N.COC[C@H](C)N.COC[C@H](C)N.CCO.O.O",
  "e_homo_ev": -9.20,
  "gap_ev": 9.47,
  "spin_multiplicity": 1,
  "total_energy_ev": -47694.341,
  "relative_energy_kcal_mol": 29.8
}

[3]
{
  "formula": "C27H52O9Si4Ti",
  "method": "ωB97M-V/def2-TZVPD",
  "symbols": ["Ti", "C", "C", "O", "C", "C", "O", "C", "C", "O", "C", "C", "O", "C", "C", "O", "H", "H", "H", "H", "H", "H", "H", "H", "H", "H", "H", "H", "H", "H", "H", "H", "H", "H", "H", "H", "O", "C", "O", "C", "C", "C", "C", "O", "C", "O", "C", "C", "H", "H", "H", "H", "H", "C", "Si", "C", "C", "Si", "Si", "C", "C", "C", "Si", "C", "C", "C", "H", "H", "H", "H", "H", "H", "H", "H", "H", "H", "H", "H", "H", "H", "H", "H", "H", "H", "H", "H", "H", "H", "H", "H", "H", "H", "H"],
  "coordinates": [[0.0307, -0.1574, -0.4921], [-1.3577, 2.6623, -1.3364], [-2.7373, 2.0943, -1.0798], [-2.5443, 0.8491, -0.4367], [-3.7357, 0.1290, -0.1915], [-3.3659, -1.0446, 0.6830], [-2.1656, -1.5974, 0.1633], [-1.9012, -2.9179, 0.6173], [-0.4041, -3.1546, 0.5018], [0.1486, -2.4119, -0.5943], [-0.0254, -3.0158, -1.8829], [-1.1086, -2.2828, -2.6271], [-0.7383, -0.9134, -2.4909], [-1.4465, 0.0013, -3.3234], [-0.6975, 1.3063, -3.2179], [-0.4752, 1.6538, -1.8482], [-0.8973, 3.0191, -0.4214], [-1.4066, 3.4916, -2.0461], [-3.3054, 1.9525, -2.0089], [-3.3117, 2.7783, -0.4452], [-4.1675, -0.2068, -1.1433], [-4.4727, 0.7580, 0.3181], [-4.1742, -1.7830, 0.6630], [-3.2018, -0.7399, 1.7217], [-2.4936, -3.6237, 0.0237], [-2.1942, -3.0348, 1.6654], [-0.1804, -4.2146, 0.3660], [0.1149, -2.8028, 1.3837], [-0.2435, -4.0794, -1.7776], [0.9290, -2.9080, -2.3979], [-2.1044, -2.4330, -2.2028], [-1.1117, -2.5602, -3.6845], [-2.4874, 0.0607, -2.9935], [-1.4227, -0.3554, -4.3575], [-1.2397, 2.1045, -3.7293], [0.2879, 1.2069, -3.6697], [0.1898, -0.6364, 1.5163], [-0.0762, 0.5811, 1.7497], [0.0962, 1.4091, 0.7897], [-0.5677, 0.9988, 3.0734], [-0.9004, 2.3302, 3.2819], [-1.3678, 2.7697, 4.5239], [-1.4707, 1.8155, 5.5055], [-1.8832, 1.9885, 6.7856], [-1.7914, 0.7049, 7.4202], [-1.3301, -0.2271, 6.4438], [-1.1363, 0.4796, 5.2957], [-0.6776, 0.0303, 4.0898], [-0.7790, 3.0365, 2.4728], [-1.6249, 3.8014, 4.7116], [-2.7837, 0.4115, 7.7620], [-1.0680, 0.7660, 8.2331], [-0.3977, -1.0007, 3.9327], [2.6269, 1.1730, -4.5393], [3.2946, -0.2420, -3.4745], [5.1634, -0.0886, -3.6109], [2.8006, -1.8311, -4.3675], [2.5558, -0.2833, -1.2330], [3.5367, 1.5862, -0.1619], [2.6887, 3.1367, -0.8158], [3.3618, 1.5301, 1.7132], [5.3835, 1.7977, -0.4392], [3.6389, -2.1463, -0.2428], [3.3104, -2.1653, 1.6154], [5.5068, -2.1293, -0.4664], [3.1185, -3.8441, -0.9003], [3.3755, 1.3470, -5.3184], [2.4818, 2.1171, -4.0131], [1.7020, 0.9127, -5.0587], [5.4517, -0.4332, -4.6086], [5.7373, -0.6483, -2.8757], [5.4600, 0.9593, -3.5354], [3.0343, -1.7278, -5.4307], [1.7299, -2.0390, -4.2872], [3.3427, -2.7016, -3.9953], [1.6049, 3.0946, -0.7012], [2.9060, 3.2790, -1.8773], [3.0558, 4.0168, -0.2812], [2.3641, 1.3178, 2.0936], [3.6679, 2.5031, 2.1092], [4.0395, 0.7812, 2.1281], [5.6863, 1.8100, -1.4847], [5.9658, 1.0299, 0.0717], [5.6640, 2.7604, 0.0006], [4.0704, -1.5849, 2.1424], [3.3790, -3.1932, 1.9846], [2.3396, -1.7583, 1.8996], [5.9747, -1.1836, -0.1939], [5.7973, -2.3668, -1.4910], [5.9232, -2.9099, 0.1775], [2.1439, -4.1570, -0.5244], [3.8527, -4.5612, -0.5211], [3.1197, -3.9291, -1.9875]],
  "atomic_forces_ev_per_a": [[-0.1, -0.3, -1.1], [0.0, 0.2, -0.1], [0.0, 0.0, 0.0], [0.1, 0.1, 0.2], [0.0, 0.0, 0.0], [0.0, -0.1, 0.0], [0.0, -0.1, -0.1], [-0.1, 0.0, 0.1], [0.1, -0.1, 0.0], [-0.2, -0.1, 0.1], [0.2, -0.1, 0.0], [0.1, 0.1, 0.0], [0.0, 0.2, 0.0], [0.0, -0.1, 0.0], [0.0, 0.1, -0.1], [0.0, -0.1, 0.1], [0.0, -0.1, 0.0], [0.0, 0.0, 0.0], [0.0, 0.0, 0.0], [0.0, 0.0, 0.0], [0.0, 0.0, 0.0], [0.0, 0.0, 0.0], [0.0, 0.0, 0.0], [0.0, 0.1, 0.0], [0.1, 0.0, 0.0], [0.0, 0.0, 0.0], [0.0, 0.0, 0.0], [0.0, 0.0, 0.0], [0.0, 0.0, 0.0], [0.0, 0.1, 0.0], [0.0, 0.0, 0.0], [0.0, 0.0, 0.0], [0.0, 0.1, 0.0], [0.0, 0.0, 0.0], [0.0, 0.0, 0.0], [-0.1, 0.0, 0.1], [-0.2, 0.2, 0.0], [0.3, 0.1, 1.0], [-0.3, -0.2, -0.1], [0.1, 0.0, -0.4], [0.0, 0.0, 0.2], [0.1, -0.1, -0.1], [-0.1, 0.0, 0.2], [0.0, -0.1, -0.2], [0.0, 0.1, 0.0], [0.0, 0.0, -0.1], [0.0, 0.0, 0.0], [-0.1, 0.1, 0.2], [0.0, 0.0, 0.0], [0.0, 0.0, 0.0], [0.0, 0.0, 0.1], [-0.1, 0.0, 0.0], [0.0, 0.0, -0.1], [0.1, -0.1, -0.1], [-0.1, 0.0, 0.2], [0.0, 0.1, -0.1], [0.0, 0.0, 0.0], [0.0, 0.0, 0.2], [-0.1, -0.1, 0.0], [0.0, 0.0, 0.0], [0.1, 0.0, 0.0], [0.0, 0.1, 0.0], [-0.1, 0.1, -0.1], [0.0, -0.1, 0.0], [0.0, -0.1, 0.0], [0.0, 0.0, 0.1], [0.0, 0.1, 0.0], [0.0, 0.0, 0.1], [0.0, 0.0, 0.0], [0.1, 0.0, 0.0], [-0.1, 0.0, 0.0], [0.0, 0.0, 0.0], [0.0, 0.0, 0.0], [0.0, 0.0, 0.0], [0.0, 0.0, 0.0], [0.0, 0.0, 0.0], [0.0, 0.0, 0.0], [0.0, 0.0, 0.0], [0.0, 0.0, -0.1], [0.0, 0.0, 0.0], [0.0, 0.0, 0.0], [0.0, 0.0, 0.0], [0.0, 0.0, 0.0], [0.1, 0.0, 0.0], [0.0, 0.0, 0.0], [0.0, 0.0, 0.0], [0.0, 0.0, -0.1], [0.0, 0.0, 0.0], [0.0, 0.0, 0.0], [0.0, 0.0, 0.0], [0.0, 0.0, 0.0], [0.0, 0.0, 0.0], [0.0, 0.0, 0.0]],
  "max_force_ev_per_a": 1.1,
  "e_homo_ev": [-9.93, -9.76],
  "gap_ev": [7.77, 7.63],
  "spin_multiplicity": 2,
  "total_charge": 1,
  "total_energy_ev": -101893.777,
  "relative_energy_kcal_mol": 0.0
}

[4]
{
  "formula": "C4H14N4O",
  "method": "ωB97M-V/def2-TZVPD",
  "symbols": ["C", "C", "N", "O", "H", "H", "H", "H", "H", "H", "H", "C", "C", "N", "N", "N", "H", "H", "H", "H", "H", "H", "H"],
  "coordinates": [[1.5786, 0.8048, -0.2982], [1.8839, 0.6977, 1.2000], [2.5796, 0.1431, -1.0895], [1.1854, 1.9551, -0.7387], [-0.1611, 1.6699, -1.4834], [0.4972, 0.0532, -0.4644], [2.4463, 0.3216, -2.0768], [2.6734, -0.8482, -0.9092], [2.0332, -0.3394, 1.5080], [1.0636, 1.1332, 1.7700], [2.7939, 1.2602, 1.4148], [-1.1617, -2.0726, 0.1229], [-2.1512, 0.0506, 0.8641], [-1.6281, -0.7453, -0.2441], [-0.7563, -0.1706, -1.1253], [-1.0571, 1.0641, -1.5528], [-1.7753, 1.5372, -1.0038], [-0.8338, -2.5848, -0.7779], [-0.3245, -2.0229, 0.8341], [-2.7585, -0.5984, 1.4911], [-1.3418, 0.4761, 1.4733], [-2.8060, 0.8477, 0.5120], [-1.9795, -2.6322, 0.5737]],
  "atomic_forces_ev_per_a": [[0.4, 0.9, -0.2], [-0.2, -0.1, -0.1], [-0.3, 0.0, 0.1], [-0.1, -0.6, 0.2], [0.0, -0.4, -0.1], [-0.8, -0.3, -0.1], [0.0, 0.0, 0.0], [0.0, 0.0, 0.0], [0.0, 0.0, 0.0], [0.0, 0.0, 0.0], [0.0, 0.0, -0.1], [0.0, 0.2, -0.1], [0.1, 0.0, -0.1], [-0.1, 0.2, -0.1], [0.9, -0.3, 0.3], [-0.1, 0.5, 0.1], [0.1, -0.2, 0.2], [0.0, 0.0, 0.0], [0.0, 0.0, 0.0], [0.0, 0.0, 0.0], [0.0, 0.0, -0.1], [0.1, 0.0, 0.0], [0.0, 0.0, 0.0]],
  "max_force_ev_per_a": 1.0,
  "e_homo_ev": -7.85,
  "gap_ev": 8.09,
  "spin_multiplicity": 1,
  "total_energy_ev": -12379.163,
  "relative_energy_kcal_mol": 87.2
}